(1)
DFT (the ωB97M-V functional and the def2-TZVPD basis) results for C26H49GeN8O3STi as an isolated structure.

The calculation puts the energy relative to the best compared isomer or geometry (same formula, charge and spin) at 0.397 eV. The highest occupied orbital energy (alpha / beta) is -13.41 / -13.79 eV. The value obtained for the LUMO energy (alpha / beta) is -6.118 / -6.174 eV. As for the HOMO-LUMO gap (alpha / beta): 7.3 / 7.6 eV.

```
! wB97M-V def2-TZVPD RIJCOSX def2/J DEFGRID3
* xyz 2 2
C 2.299 2.825 -1.132
C 1.764 -1.859 2.337
H -4.653 -1.917 1.433
H -2.521 1.720 3.519
H -1.737 3.511 -0.603
N 3.949 -0.967 4.876
H -4.337 -2.760 -0.100
N 2.378 -1.907 3.505
C -0.904 -3.711 -1.190
H -1.370 -0.094 4.578
C 0.352 1.241 3.179
Ti 0.932 -0.016 -0.179
H 1.962 2.365 0.767
C -0.601 1.450 -3.474
H -2.331 -0.904 3.366
C 3.276 -0.364 1.571
C -0.121 -2.520 -1.725
H -0.145 -1.280 -3.503
H -4.893 1.514 -0.045
H -0.627 -1.345 3.583
H 1.077 0.488 3.483
H -0.580 -2.957 -3.774
C 3.772 0.048 -1.948
H -0.841 0.838 -4.344
H -6.282 0.463 0.256
H 0.824 1.926 2.478
C -0.913 0.600 2.613
O -3.051 -0.307 -0.145
H -0.550 -4.041 -0.211
H 5.745 0.714 1.240
C -4.853 -1.913 0.359
C -4.773 -0.629 -1.781
C -1.330 -0.516 3.573
H 2.771 2.650 -3.196
H -5.923 -2.076 0.228
H -1.764 2.598 2.210
H -0.785 -4.552 -1.874
C -0.685 -2.123 -3.079
H 0.522 4.195 0.275
H 5.547 0.462 -3.047
H -1.746 -1.884 -3.005
H -1.972 -3.498 -1.127
H 1.770 -3.177 -0.878
O -0.646 0.100 1.250
H -4.192 -1.415 -2.268
H 1.923 -2.014 -2.212
H 0.627 -3.472 2.768
H -1.946 0.187 -2.363
H -4.995 0.575 1.457
H -0.183 2.822 1.122
H 1.213 3.368 -2.948
H 1.511 -3.691 -2.546
C -4.474 -0.590 -0.290
N 3.978 -0.361 2.661
H 2.411 3.905 -0.995
C 5.211 0.577 0.312
C 5.098 0.424 -2.064
Ge -1.871 -1.368 0.730
H 3.594 -1.510 5.645
N 2.076 -0.949 1.371
H 0.394 -2.814 1.172
H -0.517 3.389 -1.837
H -4.538 0.327 -2.247
H 3.198 -0.187 -2.832
C 5.818 0.740 -0.923
C -0.835 2.959 -0.889
C 3.888 0.157 0.332
N 1.403 2.280 -0.083
C 0.224 3.149 0.175
H -2.516 1.823 -2.617
C 3.406 -1.076 3.676
N 0.830 -2.768 2.078
H -0.567 2.477 -3.841
C -2.069 1.603 2.534
H -5.829 -0.839 -1.954
C 1.359 -2.872 -1.843
C -5.204 0.561 0.386
H -1.750 1.192 -0.395
H 3.281 2.392 -0.967
H 0.097 1.824 4.065
N 3.143 -0.038 -0.768
C 1.873 2.585 -2.580
O -0.224 -1.410 -0.775
N -1.074 1.531 -1.073
H -2.840 1.242 1.851
C -1.628 1.224 -2.382
S 1.080 0.997 -2.977
H 6.850 1.060 -0.986
H 4.761 -0.387 5.003
*
```

Calculated atomic charges, method Mulliken, unit e:
1 C -1.002
2 C 0.095
3 H 0.425
4 H 0.513
5 H 0.615
6 N -0.355
7 H 0.377
8 N -0.793
9 C -1.672
10 H 0.503
11 C -1.901
12 Ti 0.136
13 H 0.395
14 C -1.384
15 H 0.446
16 C -0.033
17 C 1.075
18 H 0.078
19 H 0.315
20 H 0.178
21 H 0.374
22 H 0.599
23 C -0.180
24 H 0.455
25 H 0.472
26 H 0.197
27 C 0.881
28 O -0.811
29 H 0.233
30 H 0.564
31 C -1.775
32 C -1.473
33 C -1.543
34 H 0.686
35 H 0.485
36 H 0.321
37 H 0.546
38 C -1.145
39 H 0.498
40 H 0.531
41 H 0.005
42 H 0.370
43 H 0.206
44 O 2.334
45 H 0.236
46 H 0.185
47 H 0.305
48 H -0.519
49 H 0.363
50 H 0.013
51 H 0.690
52 H 0.594
53 C 1.335
54 N -0.770
55 H 0.581
56 C -0.602
57 C -1.248
58 Ge -0.050
59 H 0.266
60 N 1.416
61 H -0.465
62 H 0.468
63 H 0.270
64 H 0.569
65 C -0.748
66 C -0.990
67 C 0.330
68 N -0.031
69 C -1.183
70 H 0.628
71 C 0.228
72 N 0.043
73 H 0.721
74 C -1.012
75 H 0.519
76 C -1.513
77 C -1.696
78 H -0.834
79 H 0.332
80 H 0.548
81 N 1.103
82 C -0.949
83 O -0.177
84 N 1.313
85 H -0.204
86 C 0.232
87 S 0.108
88 H 0.499
89 H 0.255

=====

(2)
DFT (the ωB97M-V functional and the def2-TZVPD basis) results for C26H49GeN8O3STi as an isolated structure.

The calculation puts the energy relative to the best compared isomer or geometry (same formula, charge and spin) at 0.412 eV. The highest occupied orbital energy (alpha / beta) is -13.45 / -13.60 eV. The value obtained for the LUMO energy (alpha / beta) is -6.205 / -6.208 eV. As for the HOMO-LUMO gap (alpha / beta): 7.3 / 7.4 eV.

```
! wB97M-V def2-TZVPD RIJCOSX def2/J DEFGRID3
* xyz 2 2
Ti -0.164 0.604 0.543
H 4.223 3.117 -0.924
H 2.607 -1.443 -3.736
H 1.802 -1.004 0.877
C -1.281 3.576 1.290
C 0.171 -0.259 5.465
N -1.675 -1.123 1.241
H -1.465 -3.051 2.115
C 1.269 -0.678 4.735
H -2.957 -3.134 -1.245
O -1.057 1.311 -1.111
O 1.331 1.441 -0.411
H -1.593 -3.570 -0.267
H 2.419 -2.496 -0.646
H -2.115 0.389 -3.344
H 3.312 2.186 -2.108
H -1.603 0.974 5.396
H 0.709 -0.897 -6.098
H -4.396 1.634 -0.761
H 3.590 0.067 -0.689
C 0.356 -0.680 -5.089
C 3.224 2.768 -1.187
H 1.860 1.374 -6.073
C 2.702 -0.473 -4.229
N -2.200 4.281 1.930
N -2.246 2.582 3.595
H -4.127 5.173 3.230
H -4.137 3.927 4.447
H 2.054 -1.271 5.183
C -2.882 0.583 -2.593
N -3.760 4.312 3.597
C 2.562 2.759 1.219
H -3.289 2.685 0.102
H 3.394 0.148 -3.654
O 0.831 0.369 -2.999
C -1.350 1.978 2.887
H -1.968 3.773 -1.737
H 4.604 1.075 0.346
C 3.583 0.731 0.176
H -3.241 -0.991 -0.140
H 2.104 2.187 2.027
H -3.377 -2.346 0.967
H -3.775 0.953 -3.099
Ge 0.459 1.965 -2.259
H 0.215 -1.627 -4.565
H -0.615 -0.186 -5.166
H 1.975 3.663 1.052
N 0.970 -1.389 0.439
C -2.106 -2.715 -0.705
C 1.525 -1.898 -0.852
H -3.193 0.927 0.311
H 0.316 -3.362 0.694
H 1.807 -1.021 -1.428
C 1.354 -0.329 3.402
C -2.416 1.636 -1.597
H 0.023 3.663 -0.281
C -0.570 0.894 3.528
H 0.062 -0.535 6.506
C -0.764 0.561 4.857
H -1.907 2.924 -3.294
H 2.196 2.207 -4.561
H 0.393 -3.728 -1.298
H 3.139 -0.639 -5.214
C 0.443 -2.477 1.307
N 0.433 0.417 2.782
H 3.302 0.170 1.075
H 1.179 -2.752 2.064
H -0.715 -1.753 2.995
S -1.027 -1.887 -1.907
C 1.486 1.543 -5.062
N -0.919 2.307 1.654
H 2.204 -0.658 2.817
C 0.553 -2.717 -1.672
H -3.144 -0.361 -2.123
H 3.555 3.067 1.548
C -2.675 -1.780 0.348
H 0.524 2.056 -5.153
C -3.368 1.728 -0.410
H 0.992 -2.845 -2.662
H -0.954 5.079 -0.008
C -2.415 2.978 -2.330
C -0.884 -2.134 1.993
C 1.344 0.206 -4.346
C -2.732 3.721 3.011
N -0.668 4.153 0.263
H 2.610 3.650 -1.378
H -2.251 -0.664 1.945
H -3.450 3.254 -2.534
C 2.665 1.924 -0.049
*
```

Calculated atomic charges, method Mulliken, unit e:
1 Ti 0.009
2 H 0.532
3 H 0.258
4 H -0.452
5 C 0.044
6 C -0.865
7 N -0.076
8 H 0.664
9 C -0.925
10 H 0.658
11 O 1.176
12 O 0.958
13 H 0.560
14 H 0.508
15 H -0.081
16 H 0.401
17 H 0.605
18 H 0.496
19 H 0.519
20 H 0.203
21 C -1.321
22 C -1.951
23 H 0.503
24 C -1.445
25 N -0.829
26 N -0.760
27 H 0.268
28 H 0.253
29 H 0.528
30 C -1.544
31 N -0.330
32 C -1.475
33 H 0.339
34 H 0.227
35 O -0.600
36 C 0.177
37 H 0.225
38 H 0.618
39 C -1.554
40 H 0.486
41 H 0.081
42 H 0.568
43 H 0.583
44 Ge -0.382
45 H 0.256
46 H 0.280
47 H 0.305
48 N -0.368
49 C -1.359
50 C -0.388
51 H 0.087
52 H 0.780
53 H -0.243
54 C -0.217
55 C 1.561
56 H -0.305
57 C 0.049
58 H 0.480
59 C -0.723
60 H 0.460
61 H 0.426
62 H 0.710
63 H 0.528
64 C -0.798
65 N 2.067
66 H 0.146
67 H 0.451
68 H 0.298
69 S 0.234
70 C -1.820
71 N 1.200
72 H 0.220
73 C -1.067
74 H 0.319
75 H 0.520
76 C -1.097
77 H 0.441
78 C -1.625
79 H 0.544
80 H 0.345
81 C -1.764
82 C -1.134
83 C 1.388
84 C 0.203
85 N 0.041
86 H 0.452
87 H 0.341
88 H 0.517
89 C 1.401

=====

Q: The highest energy relative to the best compared isomer or geometry (same formula, charge and spin) belongs to which entry?
A: number 2

=====

Q: Which of these has the lowest energy relative to the best compared isomer or geometry (same formula, charge and spin)?
A: number 1

=====

Q: Number 2 is which compound?
A: C26H49GeN8O3STi